No. 1
ORCA calculation (ωB97M-V with the def2-TZVPD basis set) on C8H4O6 as an isolated structure at a distorted geometry.

- Net charge: 0
- E: -758.516207 Ha

Last column: Löwdin charge in e.
Positions of all 18 atoms, in Å:
C: 0.54393 -0.02255 -0.45289  -0.191
C: -0.06522 -0.15845 -1.71781  0.182
C: 1.14221 -1.24748 -0.22722  -0.326
C: 0.07801 -1.45135 -2.12021  -0.379
C: -1.33953 2.60822 1.64865  -0.382
C: -1.84281 0.68955 1.45686  -0.376
C: 0.63382 1.15923 0.45423  -0.057
C: -0.65265 1.44426 1.12130  0.047
O: -1.16270 3.77313 1.79493  0.179
O: -2.26224 -0.42030 1.38252  0.181
O: 0.92971 -2.10807 -1.25913  0.137
O: -2.48005 1.83905 1.99130  0.149
O: 2.00307 -1.59189 0.72340  0.142
O: -0.33688 -2.08987 -3.19933  0.135
H: 1.39883 0.94650 1.21380  0.144
H: 0.95291 2.04987 -0.09482  0.143
H: 2.41488 -2.44180 0.51569  0.136
H: 0.04472 -2.97806 -3.23129  0.135

Cartesian forces, eV/Å:
C 0.36 -1.36 0.79
C -0.32 -0.31 -0.73
C -0.60 1.58 -0.52
C 0.48 1.23 0.37
C 0.06 0.84 0.21
C -0.43 -0.99 0.03
C -0.03 -0.03 0.00
C 0.82 -0.11 -0.51
O -0.19 -0.38 0.02
O 0.03 0.57 0.14
O -0.01 -0.45 0.02
O -0.17 0.05 0.03
O 0.25 -0.46 0.18
O -0.11 -0.53 -0.15
H -0.03 0.17 0.01
H 0.03 0.02 0.08
H -0.03 0.10 0.01
H -0.10 0.08 0.04

No. 2
ORCA calculation (ωB97M-V with the def2-TZVPD basis set) on C8H5Br2O4S as an isolated structure at a distorted geometry.

- Relative energy (zero: lowest compared OMol25 entry of this formula, charge and spin): 0.00 kcal per mole
- Net charge: -1
- E: -6155.053685 Ha

Last column: Löwdin charge in e.
Positions of all 20 atoms, in Å:
C: -0.04627 -0.98174 -0.84048  -0.121
C: -0.77640 -1.20740 0.25468  -0.105
C: 0.78317 0.18823 -0.92818  -0.059
C: -0.55205 -0.35215 1.36123  -0.097
C: 0.85145 1.13875 0.12528  -0.101
C: 0.14503 0.84181 1.27031  -0.332
C: -2.17710 3.35663 2.94571  -0.486
C: 2.13176 1.51773 3.44312  -1.212
O: -2.54526 2.82278 1.97011  0.167
O: -2.03778 4.00538 3.88960  0.191
O: -0.59038 1.57291 3.60531  -0.387
O: 0.51148 3.24323 2.11059  -0.366
S: 0.50679 1.92452 2.69951  0.461
Br: 2.00104 -0.43662 3.60438  0.488
Br: 3.43522 1.84870 2.09531  0.522
H: 0.15370 -1.47361 -1.79304  0.094
H: -1.43758 -2.08213 0.46509  0.112
H: 1.33340 0.27842 -1.84358  0.080
H: -0.94243 -0.56886 2.36822  0.104
H: 1.44161 1.99349 0.07410  0.048

Cartesian forces, eV/Å:
C 2.93 2.57 -2.84
C -1.07 -0.92 3.16
C -0.96 0.13 1.70
C -0.88 0.25 0.74
C -0.85 -2.52 -1.97
C 0.94 -0.28 0.49
C -1.42 -0.23 -1.25
C -1.90 0.12 0.03
O 0.60 0.21 0.65
O 0.50 0.23 0.55
O 1.02 0.41 0.31
O 0.30 0.56 0.43
S -0.81 -1.77 -0.57
Br 0.15 -0.39 0.43
Br 0.92 0.39 -0.59
H -1.21 -1.08 0.53
H 0.71 0.68 -0.61
H 0.35 0.39 -0.20
H -0.14 -0.07 -0.73
H 0.80 1.32 -0.24

No. 3
ORCA calculation (ωB97M-V with the def2-TZVPD basis set) on C8H5BrINO2 as an isolated structure at a distorted geometry.

- Net charge: 0
- E: -3384.732918 Ha

Last column: Löwdin charge in e.
Positions of all 18 atoms, in Å:
C: 1.97628 -0.61076 -0.73585  -0.069
C: 0.78700 -1.01935 -1.16902  -0.150
C: 0.92742 0.60309 1.16479  0.017
C: -0.26100 0.18108 0.72666  -0.238
C: -1.53827 0.84627 1.03170  -0.490
C: -1.91982 0.09099 -1.19553  -0.474
C: 2.19421 0.08760 0.57384  -0.157
C: -0.40182 -0.79763 -0.35894  -0.624
N: -2.35870 0.74142 -0.12071  -0.345
O: -1.87224 1.44659 2.00757  0.097
O: -2.25479 -0.05116 -2.31421  0.118
Br: -3.99437 1.72221 -0.06825  0.824
I: -1.38086 -2.63452 0.27849  0.884
H: 2.86063 -0.78167 -1.33189  0.109
H: 0.67167 -1.53448 -2.11099  0.113
H: 0.98207 1.38227 1.91188  0.130
H: 2.69371 -0.59506 1.27697  0.133
H: 2.88890 0.92312 0.43351  0.122

Cartesian forces, eV/Å:
C 0.06 -0.04 0.04
C 0.21 -0.05 -0.16
C -0.48 -0.03 0.05
C 0.72 -0.30 0.18
C 0.07 0.08 0.13
C 3.43 -2.30 0.77
C 0.05 -0.06 -0.02
C -2.95 1.54 -1.13
N -1.73 1.33 0.74
O 0.05 0.06 0.14
O -0.51 0.20 -0.26
Br 0.84 -0.59 -0.26
I 0.28 0.19 -0.06
H 0.05 -0.08 -0.13
H 0.01 -0.05 -0.09
H -0.06 0.10 0.06
H -0.01 0.07 -0.04
H -0.02 -0.07 0.05

No. 4
ORCA calculation (ωB97M-V with the def2-TZVPD basis set) on an isolated molecule of C8H5Cl2N at a distorted geometry.

- Relative energy (zero: lowest compared OMol25 entry of this formula, charge and spin): 0.00 kcal per mole
- Net charge: 0
- E: -1282.903388 Ha

Last column: Löwdin charge in e.
Positions of all 16 atoms, in Å:
C: 0.96520 -1.41029 0.15984  -0.058
C: 2.26538 -1.67270 -0.04783  -0.135
C: -0.77931 0.41416 0.09044  0.048
C: 0.48229 -0.06495 0.09098  -0.248
C: 3.25680 -0.64090 -0.09357  -0.661
C: 3.02512 0.68352 -0.05454  -0.644
C: 1.37107 1.03103 -0.06157  -0.213
C: -0.60797 1.92556 -0.11297  -0.181
N: 0.82622 2.17884 -0.25822  0.101
Cl: 4.95412 -1.19095 -0.13358  0.620
Cl: 4.08548 1.94005 0.22202  0.731
H: 0.23384 -2.25234 0.60810  0.166
H: 2.52329 -2.74417 0.21278  0.127
H: -1.57426 -0.26050 0.39914  0.116
H: -1.26476 2.40782 -0.77470  0.101
H: -0.85821 2.43686 0.80981  0.129

Cartesian forces, eV/Å:
C -1.58 -1.93 1.51
C -0.89 -2.24 1.57
C 0.89 0.51 0.31
C -0.88 -0.81 -0.10
C 2.02 0.59 -0.48
C -4.99 -0.14 0.25
C 4.32 0.71 -0.85
C 0.52 -1.38 1.65
N -0.08 -0.58 0.00
Cl -0.91 0.19 0.09
Cl 0.55 0.43 -0.21
H 1.77 1.92 -1.57
H 0.39 1.52 -0.83
H -0.47 0.70 -0.48
H -0.52 0.47 -1.55
H -0.14 0.02 0.68

No. 5
ORCA calculation (ωB97M-V with the def2-TZVPD basis set) on an isolated ion of composition C8H5N2O4S and charge -1 at a distorted geometry.

- Relative energy (zero: lowest compared OMol25 entry of this formula, charge and spin): 122.93 kcal per mole
- Net charge: -1
- E: -1116.413943 Ha

Last column: Löwdin charge in e.
Positions of all 20 atoms, in Å:
C: 1.16871 1.71002 0.57990  -0.120
C: 2.03666 1.34909 -0.45942  -0.049
C: 0.24038 0.87736 1.12749  -0.055
C: 1.93135 0.07964 -1.01061  -0.075
C: -0.10048 -0.27095 0.29317  -0.160
C: 1.04725 -0.85883 -0.52438  -0.207
C: 1.28522 -2.22481 -0.71833  -0.062
C: -1.22711 0.71608 -0.54174  -0.307
N: 0.75140 -3.16944 -0.08989  -0.176
N: 0.72507 -4.19095 0.43205  0.140
O: -2.67102 0.38525 1.51694  -0.329
O: -3.93504 0.73460 -0.57199  -0.337
O: -2.71552 -1.41513 -0.11121  -0.357
O: -1.01686 1.65385 -1.17210  0.147
S: -2.90318 0.01418 0.14642  0.451
H: 1.32434 2.69478 0.90954  0.085
H: 2.73040 2.09809 -0.68857  0.084
H: -0.45778 1.19792 1.87590  0.108
H: 2.70898 -0.37031 -1.62922  0.104
H: -0.92275 -1.01042 0.63604  0.115

Cartesian forces, eV/Å:
C -0.28 -0.38 1.29
C -1.49 -2.64 -0.63
C 0.88 0.42 -0.88
C 2.68 1.75 -0.48
C -1.33 -1.42 0.04
C -2.52 -1.77 1.32
C 0.20 4.04 -1.52
C -1.41 -3.20 1.41
N 0.65 -3.52 1.97
N -1.17 1.11 -0.43
O -0.40 0.27 1.06
O 0.10 -0.59 0.34
O -0.89 0.65 -0.08
O 0.41 1.97 -1.69
S 1.21 0.22 -1.87
H -0.08 1.13 0.97
H 1.23 0.52 -0.91
H -0.11 0.03 0.33
H -0.02 0.58 -0.19
H 2.35 0.82 -0.05

No. 6
ORCA calculation (ωB97M-V with the def2-TZVPD basis set) on an isolated ion of composition C8H5O2S and charge -1 at a distorted geometry.

- Relative energy (zero: lowest compared OMol25 entry of this formula, charge and spin): 0.00 kcal per mole
- Net charge: -1
- E: -856.534747 Ha

Last column: Löwdin charge in e.
Positions of all 16 atoms, in Å:
C: 1.16563 2.14751 0.39846  -0.165
C: 2.46897 1.96148 0.64600  -0.415
C: 0.44286 0.97536 0.21242  -0.219
C: 1.18393 -0.13274 0.33235  -0.388
C: -0.96170 0.53972 -0.25534  -0.381
C: 0.29263 -1.41441 0.17194  -0.370
C: -1.00353 -0.88191 -0.23347  -0.211
C: -2.10525 -1.80267 -0.62569  -0.067
O: 0.61699 -2.61209 0.30169  -0.037
O: -1.82830 1.36289 -0.56934  -0.020
S: 2.80398 0.25534 0.88813  0.966
H: 0.63462 3.03059 0.26685  0.088
H: 3.40118 2.48595 0.77796  0.035
H: -2.04168 -2.64311 -0.06007  0.021
H: -1.91559 -2.05214 -1.62040  0.041
H: -3.15472 -1.21979 -0.63150  0.121

Cartesian forces, eV/Å:
C -0.53 0.50 -0.52
C 1.66 -1.75 1.08
C -0.50 -1.33 -0.70
C 0.88 -1.77 1.34
C -0.17 -0.03 0.25
C -0.97 0.13 -0.61
C 1.83 0.26 0.97
C -1.96 4.63 -0.67
O 0.17 1.38 0.05
O -0.10 0.08 -0.05
S -1.17 -0.20 -1.15
H -0.34 1.92 -0.19
H -0.54 1.04 0.00
H -0.39 -2.52 1.81
H -0.07 -0.82 -1.95
H 2.19 -1.50 0.35